(1)
Here is 2 unconnected molecules or ions with the total composition C5H14 in a non-equilibrium geometry from OMol25. Energies are from the ωB97M-V functional and the def2-TZVPD basis.

The value obtained for the HOMO-LUMO gap is 12.06 eV. The energy above the lowest of the compared OMol25 structures with the same formula, charge and spin is 18.20 kcal per mole. The calculation puts the highest occupied orbital energy at -10.9 eV. The structure (SMILES) is CCC.CC.

Each line ends with the Mulliken charge.
Geometry (Å):
C -0.821 1.004 -1.548  -0.185
C -0.394 -0.476 -1.536  -1.163
C -2.196 1.186 -0.837  -1.075
H -0.078 1.694 -1.080  0.243
H -0.903 1.489 -2.509  0.361
H -0.504 -0.844 -2.577  0.309
H -2.798 0.279 -0.973  0.325
H -1.927 1.343 0.220  0.235
H -2.750 2.100 -1.106  0.321
H 0.642 -0.687 -1.248  0.317
H -1.092 -1.134 -1.021  0.356
C 1.330 -1.099 2.484  -0.878
C 1.997 -0.520 1.274  -0.324
H 1.984 -1.534 3.252  0.304
H 0.697 -0.288 2.959  0.236
H 0.666 -1.970 2.268  0.263
H 2.695 -1.269 0.892  0.285
H 2.515 0.435 1.523  0.274
H 1.328 -0.099 0.430  -0.204



(2)
Here is 2 unconnected molecules or ions with the total composition C2H3NO2 in a non-equilibrium geometry from OMol25. Energies are from the ωB97M-V functional and the def2-TZVPD basis.

The value obtained for the HOMO-LUMO gap (spin up / spin down) is 7.63 / 9.45 eV. The energy above the lowest of the compared OMol25 structures with the same formula, charge and spin is 151.56 kcal per mole. The calculation puts the highest occupied orbital energy (spin up / spin down) at -7.2 / -8.7 eV.

Each line ends with the Mulliken charge.
Geometry (Å):
C 0.604 -0.020 1.778  0.147
C -0.273 0.073 -1.415  -0.009
N -0.507 -0.773 -0.281  -0.317
O 1.637 -0.519 1.999  -0.348
O -1.369 0.213 -0.494  -0.211
H -0.224 0.574 2.090  0.307
H 0.633 0.725 -1.245  0.192
H -0.501 -0.272 -2.433  0.241



(3)
Here is a molecular structure, C19H20BN8OPdS4 in a non-equilibrium geometry from OMol25. Energies are from the ωB97M-V functional and the def2-TZVPD basis.

The value obtained for the HOMO-LUMO gap (spin up / spin down) is 7.17 / 6.12 eV. The energy above the lowest of the compared OMol25 structures with the same formula, charge and spin is 17.14 kcal per mole. The calculation puts the highest occupied orbital energy (spin up / spin down) at -7.7 / -8.3 eV. As for the spin multiplicity: 2.

Each line ends with the Mulliken charge.
Geometry (Å):
Pd -0.049 -1.094 -1.493  0.145
C -3.620 -0.984 -1.914  -1.531
C -3.010 -0.427 -0.672  0.529
C -3.668 0.149 0.417  -1.506
C -2.677 0.475 1.313  0.159
N -1.492 0.121 0.795  1.021
N -1.699 -0.445 -0.424  -0.372
B -0.073 0.239 1.454  0.038
N 0.462 -1.240 1.516  0.620
C 0.901 -2.026 2.512  0.290
C 1.187 -3.274 2.016  -1.533
C 0.893 -3.199 0.654  0.581
C 0.995 -4.293 -0.356  -1.583
N 0.459 -1.974 0.366  -0.009
N 0.887 1.084 0.586  1.074
C 1.631 2.156 0.926  0.166
C 2.318 2.562 -0.197  -1.519
C 1.923 1.663 -1.204  0.451
C 2.352 1.625 -2.637  -1.148
N 1.068 0.780 -0.714  -0.110
N -0.230 0.970 2.791  0.599
C 0.001 0.683 4.099  -0.105
C -0.344 1.778 4.845  -1.051
C -0.793 2.727 3.899  0.592
C -1.297 4.119 4.141  -1.270
N -0.723 2.240 2.677  -1.056
H -4.704 -0.997 -1.817  0.361
H -3.376 -0.382 -2.786  0.283
H -3.271 -1.998 -2.100  0.312
H -4.729 0.299 0.531  0.412
H -2.737 0.940 2.282  0.461
H 0.987 -1.681 3.523  0.344
H 1.549 -4.129 2.563  0.439
H 1.166 -5.241 0.152  0.367
H 0.083 -4.367 -0.944  0.319
H 1.824 -4.134 -1.043  0.278
H 1.616 2.565 1.923  0.467
H 3.001 3.393 -0.283  0.386
H 3.034 2.449 -2.841  0.361
H 2.867 0.691 -2.871  0.183
H 1.495 1.715 -3.309  0.209
H 0.383 -0.257 4.446  0.225
H -0.282 1.883 5.917  0.449
H -1.289 4.345 5.207  0.364
H -0.676 4.855 3.629  0.280
H -2.317 4.237 3.773  0.283
O 2.356 -0.816 -7.844  -0.516
C 1.896 -0.931 -6.748  0.575
S 0.342 -0.208 -6.256  -0.121
C 0.393 -0.774 -4.610  0.275
C 1.485 -1.513 -4.228  0.258
S 1.673 -2.128 -2.671  -0.330
S 2.708 -1.816 -5.429  -0.114
S -0.876 -0.414 -3.563  -0.280



(4)
Here is 2 unconnected molecules or ions with the total composition C4H6N2 in a non-equilibrium geometry from OMol25. Energies are from the ωB97M-V functional and the def2-TZVPD basis.

The value obtained for the HOMO-LUMO gap is 12.34 eV. The energy above the lowest of the compared OMol25 structures with the same formula, charge and spin is 21.60 kcal per mole. The calculation puts the highest occupied orbital energy at -11.9 eV. The structure (SMILES) is CC#N.CC#N.

Each line ends with the Mulliken charge.
Geometry (Å):
C -0.008 1.725 0.077  -0.592
C -0.575 3.056 0.329  0.158
N -1.013 4.073 0.486  -0.308
H 0.959 1.861 -0.406  0.279
H -0.625 1.149 -0.613  0.202
H 0.099 1.218 1.036  0.243
C 0.382 -2.278 -0.585  -0.743
C -0.157 -1.986 0.713  0.354
N -0.639 -1.702 1.721  -0.384
H 1.436 -2.542 -0.491  0.260
H 0.255 -1.426 -1.254  0.244
H -0.114 -3.148 -1.014  0.289



(5)
Here is 5 unconnected molecules or ions with the total composition C19H43O9P in a non-equilibrium geometry from OMol25. Energies are from the ωB97M-V functional and the def2-TZVPD basis.

The value obtained for the HOMO-LUMO gap is 10.01 eV. The calculation puts the highest occupied orbital energy at -9.4 eV. The structure (SMILES) is COP(=O)(OC)OC.C1CCOC1.C1CCOC1.C1CCOC1.COCCOC.

Each line ends with the Mulliken charge.
Geometry (Å):
C -12.188 -14.726 -35.633  -0.680
O -11.476 -15.893 -36.059  -0.275
P -12.008 -17.283 -35.453  0.787
O -13.443 -17.464 -35.576  -0.748
O -11.120 -18.329 -36.247  -0.366
C -10.882 -18.184 -37.646  -0.660
O -11.377 -17.334 -34.020  0.005
C -9.949 -17.281 -33.807  -0.373
H -11.729 -13.873 -36.120  0.145
H -12.291 -14.656 -34.548  0.323
H -13.227 -14.785 -35.978  0.409
H -11.172 -19.093 -38.172  0.245
H -9.832 -17.954 -37.811  0.259
H -11.508 -17.402 -38.077  0.313
H -9.474 -17.721 -34.685  0.306
H -9.727 -17.906 -32.951  0.165
H -9.652 -16.237 -33.750  0.148
C -11.488 -18.023 -30.246  -0.693
O -11.446 -16.620 -29.993  -0.258
C -10.189 -16.143 -29.604  -0.293
C -10.274 -14.649 -29.378  -0.304
O -11.188 -14.275 -28.374  -0.437
C -12.528 -14.139 -28.810  -0.626
H -11.386 -18.499 -29.266  0.337
H -10.599 -18.258 -30.841  0.233
H -12.421 -18.226 -30.758  0.222
H -9.489 -16.400 -30.417  0.286
H -9.765 -16.611 -28.702  0.308
H -10.430 -14.085 -30.308  0.146
H -9.310 -14.268 -29.023  0.317
H -13.180 -13.683 -28.064  0.286
H -12.929 -15.120 -29.051  0.228
H -12.575 -13.459 -29.671  0.250
C -7.935 -12.074 -32.051  -0.113
C -8.487 -11.816 -33.458  -0.407
C -8.848 -13.181 -34.020  -0.097
O -8.435 -14.162 -33.059  -0.360
C -7.530 -13.547 -32.161  -0.932
H -8.739 -12.094 -31.308  0.054
H -7.109 -11.423 -31.784  0.373
H -7.627 -11.380 -33.983  0.226
H -9.250 -11.047 -33.551  0.206
H -8.403 -13.325 -35.008  0.344
H -9.923 -13.342 -34.112  -0.052
H -6.535 -13.645 -32.633  0.350
H -7.385 -14.046 -31.203  0.389
C -12.495 -9.103 -35.826  -0.564
C -11.196 -8.795 -36.599  -0.589
C -10.242 -9.922 -36.162  -0.390
O -10.985 -10.785 -35.312  -0.267
C -12.358 -10.605 -35.588  -0.531
H -13.434 -8.849 -36.306  0.370
H -12.346 -8.619 -34.857  0.231
H -10.744 -7.835 -36.357  0.283
H -11.461 -8.774 -37.658  0.298
H -9.421 -9.551 -35.546  0.286
H -9.797 -10.423 -37.028  0.258
H -12.902 -11.049 -34.753  0.368
H -12.729 -11.159 -36.466  0.262
C -8.303 -8.710 -26.651  -0.468
C -8.472 -8.539 -28.157  -0.673
C -7.695 -9.685 -28.799  -0.143
O -7.890 -10.740 -27.849  -0.381
C -7.886 -10.194 -26.539  -0.439
H -9.223 -8.496 -26.114  0.274
H -7.521 -8.031 -26.311  0.256
H -8.251 -7.546 -28.562  0.404
H -9.519 -8.611 -28.473  0.279
H -6.616 -9.514 -28.840  0.269
H -8.188 -9.944 -29.730  0.085
H -6.905 -10.295 -26.067  0.269
H -8.641 -10.742 -25.975  0.267



Number 1: calculated total energy -5411.2604 eV. Number 2: calculated total energy -7701.2708 eV. Number 3: calculated total energy -81496.9510 eV. Number 4: calculated total energy -7224.6543 eV. Number 5: calculated total energy -48115.6026 eV.